--- i ---
Density functional theory data (the ωB97M-V functional and the def2-TZVPD basis) for a 2-piece molecular cluster, C5H11O overall.

Atoms and positions in Å:
C (-0.454, -1.711, 0.025)
C (-0.733, -0.438, -0.606)
C (-2.750, 0.847, 0.257)
C (1.909, 1.151, -0.052)
C (1.640, -0.319, 0.196)
O (0.216, -0.505, 0.452)
H (-1.126, -2.116, 0.774)
H (0.175, -2.447, -0.467)
H (-0.421, -0.134, -1.589)
H (-3.291, -0.009, 0.611)
H (-3.016, 1.269, -0.691)
H (-2.206, 1.453, 0.956)
H (2.982, 1.325, -0.030)
H (1.451, 1.760, 0.725)
H (1.533, 1.471, -1.019)
H (1.955, -0.935, -0.651)
H (2.135, -0.663, 1.108)

Summary:
Lowest unoccupied orbital energy (alpha / beta), eV: -4.78 / -4.70
Total charge: +1
HOMO (alpha / beta), eV: -13.7810 / -13.8391
Gap between HOMO and LUMO (alpha / beta), eV: 9.00 / 9.13


--- ii ---
Density functional theory data (the ωB97M-V functional and the def2-TZVPD basis) for an isolated ion of composition C5H11O and charge +1.

Atoms and positions in Å:
C (-0.625, 1.419, -1.540)
C (1.231, 0.832, 0.288)
C (1.415, 0.324, 1.645)
C (-0.884, -1.279, -0.930)
C (-0.900, -0.214, 0.154)
O (-0.030, 0.899, -0.348)
H (-0.024, 2.305, -1.859)
H (-1.648, 1.451, -1.537)
H (2.026, 1.601, -0.070)
H (1.422, -0.737, 1.579)
H (0.758, 0.616, 2.423)
H (2.461, 0.548, 2.012)
H (0.115, -1.706, -0.784)
H (-0.910, -0.950, -1.918)
H (-1.682, -2.010, -0.606)
H (-1.943, 0.371, 0.211)
H (-0.579, -0.279, 1.241)

Summary:
Lowest unoccupied orbital energy (alpha / beta), eV: -4.47 / -5.12
Total charge: +1
HOMO (alpha / beta), eV: -14.3934 / -13.3422
Gap between HOMO and LUMO (alpha / beta), eV: 9.92 / 8.23


Most stable pick: i. Distance to second place: 0.0417 hartree.


--- i ---
Density functional theory data (the ωB97M-V functional and the def2-TZVPD basis) for a 15-piece molecular cluster, CH28O17 overall.

Atoms and positions in Å:
C (0.287, -0.148, -0.194)
O (-0.713, -0.495, 0.702)
O (0.194, 0.961, -0.791)
O (1.378, -0.882, -0.211)
O (-0.556, 2.850, -3.318)
H (-0.782, 3.048, -2.419)
H (0.409, 2.898, -3.301)
O (1.090, 2.402, 1.694)
H (1.353, 3.261, 1.376)
H (0.797, 1.947, 0.943)
O (-3.148, -1.108, 3.050)
H (-2.189, -1.005, 2.954)
H (-3.314, -1.883, 3.636)
O (-0.419, 3.358, -0.629)
H (-0.237, 2.399, -0.672)
H (0.384, 3.826, -0.901)
O (2.635, 1.765, -1.002)
H (1.814, 1.357, -0.832)
H (2.882, 1.834, -0.097)
O (-2.559, -0.310, -1.269)
H (-1.835, -0.213, -0.694)
H (-2.039, -0.177, -2.067)
O (-0.530, -0.249, -3.222)
H (-0.328, 0.357, -3.960)
H (-0.212, 0.201, -2.461)
O (-2.053, -2.917, 0.388)
H (-3.007, -2.789, 0.444)
H (-1.794, -1.983, 0.478)
O (3.582, -0.301, 1.078)
H (2.763, -0.487, 0.643)
H (3.564, 0.465, 1.631)
O (-0.299, -0.585, 3.146)
H (-0.316, -1.521, 3.311)
H (-0.239, -0.471, 2.158)
O (0.136, -3.306, -0.983)
H (-0.751, -3.284, -0.519)
H (0.635, -2.542, -0.662)
O (1.482, -2.551, 2.022)
H (1.403, -1.959, 1.235)
H (2.043, -1.993, 2.523)
O (-2.396, 1.374, 1.371)
H (-1.949, 1.940, 1.962)
H (-1.766, 0.749, 1.000)
O (1.833, -1.441, -2.686)
H (0.955, -1.263, -3.066)
H (1.810, -1.146, -1.772)

Summary:
Lowest unoccupied orbital energy, eV: 4.97
Total charge: -2
HOMO, eV: -3.6083
Gap between HOMO and LUMO, eV: 8.57


--- ii ---
Density functional theory data (the ωB97M-V functional and the def2-TZVPD basis) for a 15-piece molecular cluster, CH28O17 overall.

Atoms and positions in Å:
C (0.000, 0.030, 0.005)
O (-1.352, 0.106, -0.039)
O (0.437, -1.086, 0.268)
O (0.688, 1.007, -0.323)
O (-2.078, 2.312, -1.519)
H (-1.657, 1.506, -1.149)
H (-1.899, 2.245, -2.441)
O (-2.104, -2.304, 0.111)
H (-1.579, -1.470, 0.072)
H (-2.730, -2.353, -0.626)
O (-0.538, 4.251, -0.125)
H (-0.952, 3.399, 0.018)
H (-0.630, 4.282, -1.071)
O (-1.413, 2.376, 1.662)
H (-0.517, 2.560, 1.973)
H (-1.345, 1.636, 1.008)
O (-1.800, -0.907, -2.418)
H (-2.691, -1.208, -2.386)
H (-1.465, -0.532, -1.596)
O (1.889, 3.011, 0.436)
H (1.241, 3.643, 0.155)
H (1.482, 2.183, 0.125)
O (1.350, -2.531, -1.514)
H (0.930, -1.975, -0.809)
H (0.578, -2.795, -1.982)
O (1.251, 0.971, -2.885)
H (0.686, 0.306, -3.180)
H (1.083, 0.888, -1.918)
O (-1.023, -0.459, 2.687)
H (-0.664, -0.400, 1.788)
H (-1.255, -1.417, 2.761)
O (1.778, -0.366, 2.429)
H (2.708, -0.292, 2.244)
H (1.328, -0.480, 1.576)
O (0.714, -3.209, 1.676)
H (0.358, -2.438, 1.298)
H (1.616, -3.063, 1.504)
O (3.348, 0.098, -0.663)
H (3.441, -0.278, 0.214)
H (2.383, 0.241, -0.587)
O (-4.086, 0.013, 0.213)
H (-3.136, 0.236, 0.149)
H (-4.140, 0.333, 1.108)
O (3.324, -3.050, 0.640)
H (3.824, -2.294, 1.002)
H (2.640, -2.713, 0.115)

Summary:
Lowest unoccupied orbital energy, eV: 5.20
Total charge: -2
HOMO, eV: -4.1531
Gap between HOMO and LUMO, eV: 9.35


Most stable pick: i. Distance to second place: 0.0229 hartree.


--- i ---
Density functional theory data (the ωB97M-V functional and the def2-TZVPD basis) for one molecule with the formula N2.

Atoms and positions in Å:
N (0.000, 0.000, 0.686)
N (0.000, 0.000, -0.686)

Summary:
Lowest unoccupied orbital energy, eV: -0.73
HOMO, eV: -13.5762
Gap between HOMO and LUMO, eV: 12.85


--- ii ---
Density functional theory data (the ωB97M-V functional and the def2-TZVPD basis) for one molecule with the formula N2.

Atoms and positions in Å:
N (-0.161, -0.604, 0.523)
N (0.161, 0.604, -0.523)

Summary:
Lowest unoccupied orbital energy, eV: -2.29
HOMO, eV: -12.3336
Gap between HOMO and LUMO, eV: 10.05


Most stable pick: i. Distance to second place: 0.1670 hartree.


--- i ---
Density functional theory data (the ωB97M-V functional and the def2-TZVPD basis) for C17H15AgF6IN2O2PSbSe2Te2 as an isolated structure.

Atoms and positions in Å:
Ag (-0.249, 0.233, 0.303)
Se (-1.052, -2.344, -0.964)
Te (0.719, -3.746, -0.139)
Te (-1.569, -3.027, 2.937)
Se (-2.279, -1.592, 1.041)
O (1.961, 3.712, 2.275)
C (1.021, 3.149, 1.696)
O (0.188, 2.317, 2.141)
C (0.839, 3.517, 0.189)
P (-0.474, 2.482, -0.531)
C (-2.023, 3.288, 0.020)
C (-2.638, 2.843, 1.188)
C (-3.812, 3.435, 1.629)
C (-4.385, 4.474, 0.908)
C (-3.778, 4.922, -0.257)
C (-2.602, 4.331, -0.698)
C (-0.476, 2.856, -2.316)
C (-1.224, 2.012, -3.137)
C (-1.286, 2.225, -4.506)
C (-0.592, 3.290, -5.067)
C (0.160, 4.133, -4.261)
C (0.217, 3.919, -2.890)
H (1.776, 3.321, -0.340)
H (0.623, 4.584, 0.099)
H (-2.178, 2.046, 1.758)
H (-4.282, 3.078, 2.537)
H (-5.308, 4.928, 1.249)
H (-4.224, 5.726, -0.830)
H (-2.144, 4.672, -1.618)
H (-1.754, 1.167, -2.713)
H (-1.863, 1.548, -5.123)
H (-0.633, 3.456, -6.137)
H (0.706, 4.961, -4.699)
H (0.804, 4.584, -2.269)
I (4.688, 1.409, 3.839)
C (3.156, 0.339, 2.988)
C (2.330, -0.572, 3.609)
N (1.465, -0.998, 2.682)
N (1.669, -0.415, 1.494)
C (2.697, 0.405, 1.668)
H (2.296, -0.930, 4.624)
H (0.686, -1.657, 2.805)
H (3.049, 1.031, 0.865)
F (-2.714, -0.703, -3.503)
Sb (-3.407, -1.783, -4.902)
F (-2.599, -0.628, -6.179)
F (-1.839, -2.838, -4.866)
F (-4.099, -2.857, -6.306)
F (-4.226, -2.918, -3.632)
F (-4.959, -0.696, -4.966)

Summary:
Lowest unoccupied orbital energy (alpha / beta), eV: 3.47 / 2.73
⟨S²⟩: 0.757
Total charge: -2
HOMO (alpha / beta), eV: -2.3882 / -2.4764
Multiplicity: 2
Gap between HOMO and LUMO (alpha / beta), eV: 5.86 / 5.21


--- ii ---
Density functional theory data (the ωB97M-V functional and the def2-TZVPD basis) for C17H15AgF6IN2O2PSbSe2Te2 as an isolated structure.

Atoms and positions in Å:
Ag (-1.255, 1.133, 0.810)
Se (-0.299, 2.838, 2.601)
Te (-1.910, 4.626, 2.280)
Te (-3.828, 1.701, 4.474)
Se (-1.676, 0.973, 3.443)
O (-2.906, -0.236, -3.008)
C (-2.125, -0.249, -2.056)
O (-2.378, -0.384, -0.818)
C (-0.601, -0.096, -2.349)
P (0.249, -0.269, -0.730)
C (0.074, -2.074, -0.421)
C (-0.779, -2.518, 0.584)
C (-0.931, -3.875, 0.834)
C (-0.216, -4.804, 0.093)
C (0.642, -4.372, -0.909)
C (0.779, -3.015, -1.166)
C (2.037, -0.173, -1.118)
C (2.965, -0.767, -0.261)
C (4.321, -0.548, -0.419)
C (4.781, 0.275, -1.438)
C (3.873, 0.876, -2.294)
C (2.511, 0.658, -2.129)
H (-0.420, 0.899, -2.757)
H (-0.276, -0.839, -3.078)
H (-1.336, -1.792, 1.162)
H (-1.613, -4.203, 1.609)
H (-0.321, -5.863, 0.299)
H (1.208, -5.090, -1.491)
H (1.452, -2.683, -1.948)
H (2.618, -1.392, 0.553)
H (5.019, -0.994, 0.279)
H (5.841, 0.465, -1.547)
H (4.219, 1.541, -3.076)
H (1.813, 1.145, -2.800)
I (-7.245, 1.769, -1.989)
C (-5.712, 1.504, -0.649)
C (-5.637, 0.552, 0.342)
N (-4.477, 0.772, 0.973)
N (-3.794, 1.794, 0.468)
C (-4.532, 2.257, -0.526)
H (-6.302, -0.247, 0.618)
H (-4.093, 0.284, 1.769)
H (-4.207, 3.105, -1.106)
F (2.220, 1.344, 1.582)
Sb (3.482, 2.479, 2.413)
F (4.391, 2.708, 0.767)
F (2.467, 4.020, 2.005)
F (4.764, 3.570, 3.293)
F (2.579, 2.240, 4.054)
F (4.562, 0.956, 2.779)

Summary:
Lowest unoccupied orbital energy (alpha / beta), eV: 3.46 / 2.95
⟨S²⟩: 0.758
Total charge: -2
HOMO (alpha / beta), eV: -1.9841 / -2.0180
Multiplicity: 2
Gap between HOMO and LUMO (alpha / beta), eV: 5.45 / 4.97


Most stable pick: i. Distance to second place: 0.0295 hartree.